{"formula": "C5H14N2O", "method": "ωB97M-V/def2-TZVPD", "energy_ha": -383.59891, "smiles": "CN[C@H](CO)CCN", "lumo_ev": 0.86, "e_above_lowest_kcal_mol": 63.9, "symbols": ["C", "N", "C", "C", "O", "C", "C", "N", "H", "H", "H", "H", "H", "H", "H", "H", "H", "H", "H", "H", "H", "H"], "coordinates": [[1.668, -1.919, -0.623], [1.283, -0.674, 0.016], [-0.091, -0.180, -0.317], [-0.260, -0.071, -1.883], [-1.670, -0.249, -2.036], [-0.363, 1.162, 0.375], [-0.843, 1.074, 1.794], [0.205, 1.013, 2.839], [2.204, -1.742, -1.556], [2.323, -2.519, 0.033], [0.788, -2.468, -0.919], [1.834, 0.172, -0.024], [-0.703, -0.914, 0.215], [0.175, 0.903, -2.169], [0.221, -0.861, -2.453], [-1.901, -0.126, -2.957], [0.429, 1.945, 0.392], [-1.091, 1.562, -0.333], [-1.402, 1.997, 2.054], [-1.677, 0.368, 1.906], [-0.201, 0.477, 3.591], [1.055, 0.633, 2.448]], "atomic_forces_ev_per_a": [[1.159, 0.770, -0.035], [-1.523, 1.022, 0.630], [2.630, -0.673, 0.122], [-0.884, -0.559, 2.036], [0.051, 0.704, -0.434], [0.089, 0.245, -0.841], [-1.520, 1.564, 1.010], [-0.710, 0.064, -0.971], [0.262, -0.122, -0.190], [-0.424, 0.121, -0.243], [-0.374, -0.318, 0.313], [1.053, -0.717, -0.419], [-0.749, -0.004, -0.987], [-0.534, -0.093, -0.208], [0.440, -0.068, 0.225], [-0.169, 0.046, -0.251], [0.206, -0.837, -0.447], [-0.587, 0.475, 0.687], [0.300, -0.015, -0.539], [0.599, -0.714, -0.061], [0.758, -0.275, 0.208], [-0.074, -0.615, 0.395]], "mulliken_charge": [-0.97, -0.34, 0.04, -0.55, -0.52, -0.89, -0.66, -0.58, 0.31, 0.29, 0.36, 0.29, 0.27, 0.30, 0.42, 0.31, 0.37, 0.38, 0.31, 0.38, 0.22, 0.26]}